This record from OMol25 describes C15H44Ag2N7O6 as an isolated structure in a non-equilibrium geometry. The level of theory is ωB97M-V with the def2-TZVPD basis set.

Geometry as XYZ:
```
74
Properties=species:S:1:pos:R:3:forces:R:3
Ag 11.588168 14.282127 -21.808885 -1.1 0.2 0.5
Ag 9.219190 12.231623 -20.615948 -0.3 0.3 0.3
C 8.324785 15.041144 -21.420523 0.9 0.6 -0.7
O 9.550350 14.599944 -20.855892 0.7 -0.8 -0.1
H 7.540125 14.285094 -21.342742 -0.2 0.1 0.1
H 8.027599 15.985725 -20.952319 -0.2 -0.2 0.3
H 8.450892 15.320956 -22.474064 -0.2 -0.3 0.0
C 4.993806 16.546104 -19.033861 -0.3 -0.3 -0.6
C 4.343812 16.037334 -17.767655 0.0 0.4 0.7
C 4.730393 14.597562 -17.436862 0.4 -0.2 0.6
O 4.496181 13.651806 -18.459503 0.3 0.0 -0.1
C 3.132096 13.483203 -18.746154 -0.8 -0.1 -0.4
N 4.663434 16.954143 -16.662829 0.0 -0.4 0.0
H 4.552967 17.469743 -19.402826 0.0 0.1 0.2
H 4.861353 15.795716 -19.820519 0.1 0.1 0.0
H 6.064142 16.731868 -18.906876 0.0 -0.1 0.2
H 3.251647 16.058370 -17.824078 0.0 0.1 -0.4
H 4.221031 14.275378 -16.514175 -0.3 0.1 -0.1
H 5.790832 14.531507 -17.153063 0.1 0.1 -0.4
H 2.510070 13.455155 -17.845261 0.1 0.2 0.1
H 2.948515 12.537870 -19.262638 0.5 -0.1 0.1
H 2.753014 14.254665 -19.425681 0.0 0.2 0.2
H 5.659671 17.138316 -16.615287 0.0 0.0 0.0
H 4.389442 16.551013 -15.772140 -0.1 0.1 0.0
C 9.028058 13.430531 -17.539804 0.1 -0.2 0.3
C 10.538395 13.444439 -17.708840 -0.5 0.6 -1.1
C 11.294074 13.130184 -16.441830 0.1 0.5 -0.1
O 12.666675 13.139990 -16.761332 0.2 -0.4 -0.2
C 13.483760 13.192308 -15.612062 0.2 0.3 0.9
N 10.944001 12.539128 -18.829739 -0.3 -0.6 0.7
H 8.675072 12.443556 -17.222366 -0.1 0.0 -0.1
H 8.546122 13.724990 -18.475219 0.0 -0.1 0.0
H 8.713692 14.149191 -16.781527 0.1 0.0 0.0
H 10.783913 14.451013 -18.062781 0.3 0.0 0.3
H 10.971086 12.160843 -16.035845 0.1 0.0 0.1
H 11.095027 13.918631 -15.705819 -0.2 -0.1 0.1
H 14.503654 12.868762 -15.805424 -0.1 -0.1 -0.5
H 13.090692 12.567554 -14.802584 0.0 -0.1 -0.1
H 13.546507 14.214933 -15.218506 -0.1 0.0 -0.1
H 10.606711 11.617089 -18.534281 0.2 0.0 0.0
H 11.956039 12.448271 -18.727741 0.0 0.0 -0.3
C 5.888903 10.898201 -17.920506 0.8 -1.0 0.8
C 6.965575 10.491983 -18.925988 0.1 0.3 0.1
C 6.888025 9.045492 -19.393377 -1.0 -0.3 0.6
O 5.631979 8.626168 -19.904759 -0.1 0.4 -0.1
C 5.365469 8.893201 -21.266616 0.1 -0.1 0.0
N 6.999068 11.468079 -20.066220 0.2 0.2 0.6
H 5.949794 11.968842 -17.765356 -0.7 0.1 -0.3
H 6.160065 10.494351 -16.935266 0.0 -0.2 -0.2
H 4.917683 10.463622 -18.144479 -0.2 0.6 -0.3
H 7.906439 10.542348 -18.363217 0.2 0.2 -0.4
H 6.922863 8.480542 -18.457844 0.6 -0.2 -0.2
H 7.702107 8.763080 -20.065977 0.1 0.1 0.0
H 5.159372 9.948633 -21.470143 0.1 0.0 0.0
H 4.459025 8.363042 -21.550624 0.0 -0.2 0.2
H 6.190657 8.531014 -21.888188 0.0 0.2 -0.1
H 6.161114 11.253961 -20.599237 0.3 0.0 -0.5
H 6.727307 12.366168 -19.658550 0.1 0.0 0.0
C 6.534146 19.491778 -21.008331 -0.4 -0.5 0.5
O 6.039087 20.542917 -21.341690 -0.1 0.3 -0.3
N 6.325624 18.300476 -21.670674 0.6 0.7 0.7
N 7.251314 19.369281 -19.837298 -0.3 0.4 -0.5
H 5.745691 18.305490 -22.485837 0.1 -0.2 -0.1
H 6.850544 17.530396 -21.307776 -0.4 -0.5 -0.6
H 7.805912 18.574522 -19.570473 0.0 0.1 0.1
H 7.326823 20.254306 -19.368530 0.4 -0.1 0.3
C 10.060024 17.631412 -18.490112 0.1 0.0 0.2
O 10.371649 18.565638 -17.789884 0.0 0.1 0.0
N 8.936051 16.864536 -18.246391 0.1 -0.1 -0.4
N 10.745982 17.236744 -19.619107 -0.6 -0.1 0.4
H 8.480417 16.958525 -17.358502 0.0 0.1 0.0
H 8.721429 16.088407 -18.851321 0.0 -0.1 0.2
H 11.581046 17.754164 -19.820326 0.2 -0.2 0.0
H 10.608698 16.266603 -19.864398 0.3 0.1 -0.5
```
Forces are in eV/Å.

Summary:
- Calculated total energy: -46975.2701 eV
- HOMO-LUMO gap: 0.22826 Eh
- HOMO level: -11.316 eV
- Energy above the lowest of the compared OMol25 structures with the same formula, charge and spin: 9.02 kcal/mol
- Charge: +1

Here are the Mulliken charges for atoms 1 to 4, given in e: atom 1 (Ag): 0.62, atom 2 (Ag): 0.42, atom 3 (C): 0.01, atom 4 (O): -0.26